Below is C37H33F6N7O2S3SbSr as an isolated structure, with properties calculated with the ωB97M-V functional and the def2-TZVPD basis.

Geometry (Å):
Sb -2.55798 0.81293 -3.97168
Sr -1.37945 0.26956 -0.72951
S -0.20226 -0.59770 1.89142
S -0.62095 0.62542 3.49012
S 1.07668 1.85992 0.26113
F -2.28947 2.67134 -4.25350
F -4.89002 2.88628 -3.77832
F -2.34061 -0.96818 -3.20899
F -4.01908 0.34176 -5.09845
F -0.85053 1.00084 -2.92276
F -1.44839 0.40434 -5.42471
O -3.98266 -2.90175 -0.55594
O -2.66147 -1.38318 0.44583
N 3.38559 0.56842 0.54385
N 2.26272 -1.62178 1.86448
N -0.52209 -2.29360 -0.98285
N -3.47544 1.54169 -1.19355
N -1.56200 2.91422 2.10086
N -2.32012 2.20658 1.19803
N -0.02626 3.13377 3.73064
C -2.90212 -2.38574 -0.30158
C -0.77831 2.33796 2.92730
C -4.07245 4.35220 2.65113
C 3.50193 -1.79011 1.12286
C 4.22760 -4.56792 4.54717
C 4.03244 1.46850 -0.41324
C -4.07942 2.35325 -0.41834
C -4.09572 1.07021 -2.40243
C 2.06284 0.58514 0.79638
C 5.64937 -0.28954 -3.37250
C -4.49186 5.58487 3.12350
C 2.61873 -3.84286 2.90407
C -3.33072 2.87447 0.76698
C -4.58618 6.66728 2.25815
C -4.27034 6.51224 0.91651
C 3.29896 -3.64043 4.10120
C -0.67238 -4.72669 -2.30245
C 4.53924 -0.62704 -4.12989
C -1.77849 -4.20745 -1.65862
C -1.66286 -2.99257 -0.99432
C 1.51471 -0.51701 1.55965
C 4.23331 -0.47472 1.09548
C 5.49058 0.40489 -2.17857
C -3.75864 4.19071 1.30465
C 3.79878 -5.92488 2.61117
C 3.26840 -0.26177 -3.69849
C 2.87279 -4.99168 2.16473
C 3.11210 0.43065 -2.50917
C -5.28550 1.84806 -2.92751
C 4.22485 0.76577 -1.73653
C -3.86852 5.27387 0.43759
C 1.62061 -2.82727 2.42166
C 0.51352 -4.00300 -2.29403
C -5.46336 2.77455 -0.65347
C -6.05206 2.49273 -1.81114
C 4.47908 -5.71207 3.80090
C 0.53275 -2.78843 -1.63751
H 6.64095 -0.56419 -3.70847
H -3.99058 3.50713 3.32256
H 4.74841 -4.40469 5.48166
H 2.39709 -0.50184 -4.29482
H -4.90924 7.63091 2.63003
H -0.73020 -5.67469 -2.82195
H 1.39741 -4.35837 -2.80589
H 3.41410 2.35499 -0.51969
H 3.09479 -2.75098 4.68696
H -0.08805 4.12968 3.60383
H 2.33694 -5.15801 1.23685
H 3.98551 -6.81932 2.03156
H 3.29023 -2.12444 0.09889
H 5.19901 -6.43986 4.15153
H 0.99518 -2.50711 3.25161
H 1.42871 -2.17290 -1.64308
H -3.62873 5.15074 -0.61247
H 6.36113 0.67212 -1.58884
H 4.56097 -0.20099 2.10364
H -2.74225 -4.69595 -1.65505
H -7.07494 2.78898 -2.00558
H 0.95824 -3.26907 1.66907
H 4.99548 1.76503 0.00733
H 2.12247 0.73486 -2.18709
H 4.11125 -2.54615 1.61183
H 4.66138 -1.16451 -5.06117
H -4.37180 0.01892 -2.26379
H 0.67817 2.73939 4.32331
H 5.11341 -0.56902 0.46065
H -4.74390 5.70266 4.16939
H -5.90750 1.18104 -3.52179
H -4.34097 7.35308 0.23934
H -5.98255 3.30549 0.13229

Results
multiplicity = 2
gap between HOMO and LUMO (spin up / spin down) = 6.9 / 7.1 eV
HOMO level (spin up / spin down) = -7.73 / -8.69 eV
energy above the lowest of the compared OMol25 structures with the same formula, charge and spin = 267.39 kJ/mol
M = 1027.3 u
expectation value of S² = 0.757
maximum force = 0.0181 Eh/bohr

Which charges does Mulliken predict for the atoms? In e, they are:
1 Sb 1.94
2 Sr 1.88
3 S 0.35
4 S -0.40
5 S -0.21
6 F -0.57
7 F -0.31
8 F -0.63
9 F -0.57
10 F -0.74
11 F -0.56
12 O -0.81
13 O -0.62
14 N 0.11
15 N 0.41
16 N 0.89
17 N 0.37
18 N -0.92
19 N 1.09
20 N -0.44
21 C -0.26
22 C 0.54
23 C -0.07
24 C -0.32
25 C -0.67
26 C -1.80
27 C -0.38
28 C -0.72
29 C 0.75
30 C -0.64
31 C -0.81
32 C -0.56
33 C -0.06
34 C -0.37
35 C -0.80
36 C -0.14
37 C -0.57
38 C -0.48
39 C -0.59
40 C 0.50
41 C -0.74
42 C -0.98
43 C -0.35
44 C -0.11
45 C -0.74
46 C -0.75
47 C 0.04
48 C -0.05
49 C 0.03
50 C 0.62
51 C -0.04
52 C -0.58
53 C -0.80
54 C -0.60
55 C -0.80
56 C -0.39
57 C -0.48
58 H 0.38
59 H 0.47
60 H 0.39
61 H 0.54
62 H 0.40
63 H 0.43
64 H 0.51
65 H 0.54
66 H 0.44
67 H 0.24
68 H 0.46
69 H 0.40
70 H -0.03
71 H 0.39
72 H 0.67
73 H 0.28
74 H 0.55
75 H 0.41
76 H 0.27
77 H 0.57
78 H 0.46
79 H 0.24
80 H 0.48
81 H 0.54
82 H 0.54
83 H 0.40
84 H 0.48
85 H 0.19
86 H 0.43
87 H 0.40
88 H 0.48
89 H 0.41
90 H 0.55

***

Below is a 3-piece molecular cluster, C37H33F9NO8PS overall, with properties calculated with the ωB97M-V functional and the def2-TZVPD basis.

Geometry (Å):
S -2.17143 0.44313 -3.30176
P -7.09976 -0.75384 -1.83450
F -0.77199 0.37368 -4.05198
F -3.57996 0.50280 -2.60880
F -2.09963 2.12103 -1.28091
F -2.32966 1.94755 -3.78538
F -2.87778 -0.03914 -4.62813
F -0.74332 0.82358 0.48566
F -1.98547 -1.06753 -2.87785
F -0.12511 1.52909 -2.00834
F -0.27683 -0.85700 -0.81597
O -5.72325 -1.27253 -1.28918
O 6.80858 4.77168 -1.43796
O -8.13077 -1.93511 -1.60102
O -6.87594 -0.72215 -3.42609
O 4.49314 -3.24905 5.63212
O 0.81802 -4.62825 1.99040
O 3.85985 0.92746 0.83685
O -7.61256 0.50017 -1.27275
N -6.29190 0.54571 -3.76216
C 3.00609 1.90538 -1.62916
C 4.51561 1.81564 0.33473
C 1.67026 -4.31228 2.79434
C 1.91921 -2.88273 3.12766
C 4.13670 2.38890 -0.98563
C -5.94900 3.35365 -3.65751
C 4.08202 -7.29280 4.66493
C -7.28046 1.34997 -4.45688
C 6.05286 1.88902 2.28271
C 1.19445 -1.89773 2.46932
C -5.49838 -1.03483 0.13339
C 2.61827 2.44451 -2.84250
C -1.36256 1.06197 -1.70655
C 2.86462 -2.52340 4.09091
C -1.24877 0.04927 -0.53778
C 1.40281 -0.56522 2.77390
C 7.96185 3.35082 2.32060
C -3.42224 0.30960 0.81522
C -6.70479 2.70440 -4.82386
C 6.49527 3.35647 0.42023
C 2.50271 -5.34631 3.47273
C 4.49646 3.94758 -2.78817
C -4.88982 0.34166 0.36969
C 3.68150 -3.55706 4.78456
C 3.06059 -1.18376 4.40229
C 3.35966 3.47103 -3.41928
C 4.89271 3.40602 -1.57191
C 7.62474 3.83736 1.06942
C 3.09734 -7.65506 3.75176
C -2.51424 -0.60548 -0.02607
C 2.33147 -0.20858 3.74583
C 7.17171 2.38203 2.93088
C 6.12626 3.91868 -0.91134
C 3.47774 -4.98425 4.40447
C 5.71344 2.36964 1.02461
C 4.26853 -5.96166 4.99428
C 2.31015 -6.68482 3.15672
H -6.59433 3.49809 -2.80092
H -5.53695 0.31343 -4.39828
H 7.43224 2.01073 3.91302
H 2.94825 -8.69701 3.50184
H -2.15109 -1.40313 0.61538
H 2.48848 0.83479 3.98469
H -8.98505 -1.49504 -1.54065
H -3.40077 -0.04593 1.84174
H 3.78755 -0.91256 5.15507
H 3.04988 3.89698 -4.36422
H -5.45834 0.86808 1.12711
H 5.02835 -5.67401 5.70712
H -8.09681 1.51370 -3.75875
H -3.06610 -1.09830 -0.81678
H -6.04700 2.64929 -5.68831
H 0.47280 -2.18030 1.71539
H 2.43285 1.10935 -1.17449
H -7.52874 3.36230 -5.08383
H 5.43762 1.13106 2.74820
H -5.10167 2.73235 -3.39135
H 8.84052 3.72879 2.82590
H 5.07903 4.74156 -3.23371
H 1.73861 2.06706 -3.34183
H -3.06688 1.33072 0.86006
H -5.54871 4.30588 -3.99377
H -4.84468 -1.83790 0.45344
H 8.23238 4.59331 0.59240
H -7.68820 0.81985 -5.32046
H 4.70317 -8.05220 5.12078
H 0.84334 0.19924 2.25374
H 1.54652 -6.95928 2.44276
H -4.96209 0.89920 -0.55787
H -6.43320 -1.16900 0.66580

Results
gap between HOMO and LUMO = 8.7 eV
HOMO level = -9.66 eV
M = 853.7 u
maximum force = 0.0228 Eh/bohr

Which charges does Mulliken predict for the atoms? In e, they are:
1 S 1.48
2 P 0.99
3 F -0.31
4 F -0.33
5 F -0.25
6 F -0.34
7 F -0.37
8 F -0.34
9 F -0.32
10 F -0.12
11 F -0.34
12 O -0.20
13 O -0.67
14 O -0.53
15 O -0.39
16 O -0.67
17 O -0.67
18 O -0.62
19 O -0.72
20 N 0.23
21 C -0.71
22 C 0.31
23 C 0.44
24 C 0.03
25 C 0.15
26 C -0.71
27 C -0.48
28 C -0.65
29 C -0.58
30 C -0.60
31 C -1.03
32 C -0.27
33 C 0.36
34 C 0.32
35 C 0.55
36 C -0.15
37 C -0.45
38 C -1.05
39 C -0.59
40 C 0.41
41 C 0.16
42 C -0.56
43 C -0.11
44 C 0.65
45 C -0.75
46 C -0.70
47 C 0.25
48 C -0.65
49 C -0.48
50 C -0.58
51 C -0.72
52 C -0.57
53 C 0.61
54 C 0.14
55 C 0.10
56 C -0.52
57 C -0.52
58 H 0.31
59 H 0.06
60 H 0.42
61 H 0.40
62 H 0.60
63 H 0.46
64 H 0.36
65 H 0.38
66 H 0.51
67 H 0.41
68 H 0.46
69 H 0.47
70 H 0.35
71 H 0.39
72 H 0.30
73 H 0.58
74 H 0.68
75 H 0.32
76 H 0.68
77 H -0.06
78 H 0.39
79 H 0.48
80 H 0.44
81 H 0.49
82 H 0.38
83 H 0.54
84 H 0.48
85 H 0.38
86 H 0.40
87 H 0.55
88 H 0.48
89 H 0.01
90 H 0.38